1.
Molecular formula: C25H25BaIN9O3S
Method: DFT, ωB97M-V/def2-TZVPD

```
65
Properties=species:S:1:pos:R:3:forces:R:3
Ba -0.739 -0.427 0.388 -0.2 -0.2 -0.1
N 3.730 7.145 0.833 0.0 0.0 0.0
C 2.866 6.077 0.938 0.0 0.0 0.0
C 3.356 4.765 0.954 0.0 0.0 0.0
C 2.487 3.695 1.012 0.0 0.0 0.0
C 1.117 3.920 1.058 0.1 0.0 0.0
C 0.614 5.215 1.040 0.0 0.0 0.0
C 1.482 6.284 0.983 0.0 0.0 0.0
S 0.008 2.574 1.054 0.2 0.2 0.0
O 0.721 1.424 1.645 0.0 0.1 0.0
O -1.209 2.954 1.730 -0.1 0.0 0.0
N -0.272 2.082 -0.432 -0.3 -0.2 0.1
C -1.457 2.414 -1.048 0.1 -0.1 0.0
N -2.155 1.338 -1.475 -0.1 -0.1 -0.1
C -3.289 1.573 -2.141 0.1 0.0 0.1
C -3.753 2.849 -2.370 0.0 0.1 0.0
C -2.980 3.882 -1.852 -0.1 0.0 -0.1
N -1.845 3.682 -1.204 0.2 0.0 0.1
H 4.691 6.987 1.085 0.0 0.0 0.0
H 3.379 8.049 1.098 0.0 0.0 0.0
H 4.426 4.595 0.919 0.0 0.0 0.0
H 2.867 2.682 1.032 0.0 0.0 0.0
H -0.456 5.372 1.072 0.0 0.0 0.0
H 1.095 7.296 0.970 0.0 0.0 0.0
H -3.838 0.702 -2.482 0.0 0.0 0.0
H -4.669 3.039 -2.908 0.0 0.0 0.0
H -3.291 4.915 -1.970 0.0 0.0 0.0
N 0.237 -5.603 -5.524 0.0 0.0 0.0
C 0.228 -5.821 -4.186 -0.1 0.0 0.0
O 0.265 -6.922 -3.684 0.0 0.0 0.0
C 0.122 -4.595 -3.310 0.0 0.0 0.0
C -0.447 -3.398 -3.719 0.0 0.0 0.0
C -0.531 -2.357 -2.809 0.0 0.0 0.0
N -0.081 -2.447 -1.556 0.0 0.1 0.0
C 0.474 -3.603 -1.173 0.0 0.0 0.0
C 0.586 -4.699 -2.006 0.0 0.0 0.0
H 0.373 -6.406 -6.118 0.0 0.0 0.0
H 0.431 -4.697 -5.910 0.0 0.0 0.0
H -0.854 -3.268 -4.713 0.0 0.0 0.0
H -0.981 -1.412 -3.096 0.0 0.0 0.0
H 0.848 -3.638 -0.155 0.0 0.0 0.0
H 1.018 -5.629 -1.665 0.0 0.0 0.0
I 5.105 0.437 -0.778 0.0 0.0 0.0
C 3.889 -0.385 0.688 0.0 0.0 0.0
C 4.252 -0.360 2.026 0.0 0.0 0.0
C 3.379 -0.898 2.957 0.0 0.0 0.0
C 2.178 -1.425 2.520 0.0 0.0 0.0
N 1.825 -1.459 1.233 0.0 0.0 0.0
C 2.674 -0.952 0.337 0.0 0.0 0.0
H 5.193 0.074 2.335 0.0 0.0 0.0
H 3.621 -0.894 4.011 0.0 0.0 0.0
H 1.465 -1.828 3.229 0.0 0.0 0.0
H 2.368 -0.990 -0.704 0.0 0.0 0.0
C -2.020 -3.978 2.531 0.0 0.0 0.0
C -2.991 -2.849 2.528 0.0 0.0 0.0
N -2.905 -1.751 1.804 0.1 0.2 0.0
C -4.035 -1.007 2.097 0.1 0.0 0.0
C -4.797 -1.663 3.005 0.0 0.0 0.0
N -4.121 -2.834 3.267 0.0 0.0 0.0
H -1.084 -3.660 2.075 0.0 0.0 0.0
H -2.401 -4.826 1.960 0.0 0.0 0.0
H -1.808 -4.320 3.544 0.0 0.0 0.0
H -4.216 -0.045 1.647 0.0 0.0 0.0
H -5.726 -1.412 3.484 0.0 0.0 0.0
H -4.421 -3.560 3.896 0.0 0.0 0.0
```
Forces are in eV/Å.

Computed properties:
HOMO = -9.902 eV
total charge = +1
energy = -2407.54824 Eh

***

2.
Molecular formula: C6H8N3O
Method: DFT, ωB97M-V/def2-TZVPD

```
18
Properties=species:S:1:pos:R:3:forces:R:3
C 1.040 1.828 0.037 -0.7 -0.5 -0.1
C 2.626 0.342 -0.585 0.1 -0.2 0.1
C 0.013 0.864 0.017 1.2 -0.3 -0.3
C -2.577 1.056 -0.184 -0.3 0.4 0.2
C 0.462 -0.472 -0.153 -1.4 0.9 0.0
C -0.458 -1.608 0.027 -0.4 -0.3 -0.1
N 2.289 1.558 -0.293 0.5 0.2 -0.1
N -1.277 1.289 0.299 0.0 0.4 0.5
N 1.746 -0.676 -0.472 0.2 0.1 0.0
O -2.981 0.249 -0.962 0.8 -0.5 -0.1
H 0.850 2.855 0.322 -0.2 0.1 0.0
H 3.639 0.134 -0.896 0.0 -0.2 -0.1
H -3.234 1.800 0.289 -0.1 0.0 0.0
H -1.250 2.176 0.794 -0.2 -0.2 0.0
H -0.015 -2.555 -0.265 0.0 -0.1 0.0
H -1.381 -1.445 -0.539 0.1 0.0 -0.1
H -0.764 -1.665 1.073 0.1 0.0 0.1
H 2.051 -1.641 -0.613 0.0 0.3 0.0
```
Forces are in eV/Å.

Computed properties:
HOMO = -13.963 eV
total charge = +1
energy = -472.70028 Eh
energy relative to the best compared isomer or geometry (same formula, charge and spin) = 9.02 kcal per mole

***

3.
Molecular formula: C5H8N2OS
Method: DFT, ωB97M-V/def2-TZVPD

```
17
Properties=species:S:1:pos:R:3:forces:R:3
C 1.218 1.746 -0.113 -0.7 1.0 1.6
C 1.183 2.545 -1.183 1.2 1.7 -0.1
C -0.696 0.836 -1.515 2.2 -0.7 3.4
C -0.753 -2.253 1.201 0.1 1.3 -0.4
C 0.384 -1.228 1.172 -0.7 -0.6 2.3
N -1.482 -0.132 -1.646 0.6 1.0 0.4
N 0.261 0.796 -0.065 -2.0 -0.7 -4.2
O -0.182 0.111 1.015 0.5 -0.1 0.4
S 0.002 2.218 -2.415 -0.7 -1.1 0.6
H 1.764 2.051 0.802 -0.3 -0.6 -0.7
H 1.677 3.539 -1.163 -0.3 -1.1 -0.3
H -1.421 -2.085 0.394 -0.1 -0.5 -1.6
H -0.409 -3.252 1.349 0.3 -0.8 -0.3
H -1.449 -2.038 1.975 -0.1 0.3 1.4
H 1.148 -1.394 0.426 0.1 0.0 -0.2
H 0.789 -1.349 2.247 0.1 0.9 -1.7
H -2.034 -0.112 -2.481 -0.3 0.0 -0.6
```
Forces are in eV/Å.

Computed properties:
HOMO = -7.563 eV
energy = -778.11314 Eh
energy relative to the best compared isomer or geometry (same formula, charge and spin) = 117.13 kcal per mole

***

Repeat the second record exactly.
Molecular formula: C6H8N3O
Method: DFT, ωB97M-V/def2-TZVPD

```
18
Properties=species:S:1:pos:R:3:forces:R:3
C 1.040 1.828 0.037 -0.7 -0.5 -0.1
C 2.626 0.342 -0.585 0.1 -0.2 0.1
C 0.013 0.864 0.017 1.2 -0.3 -0.3
C -2.577 1.056 -0.184 -0.3 0.4 0.2
C 0.462 -0.472 -0.153 -1.4 0.9 0.0
C -0.458 -1.608 0.027 -0.4 -0.3 -0.1
N 2.289 1.558 -0.293 0.5 0.2 -0.1
N -1.277 1.289 0.299 0.0 0.4 0.5
N 1.746 -0.676 -0.472 0.2 0.1 0.0
O -2.981 0.249 -0.962 0.8 -0.5 -0.1
H 0.850 2.855 0.322 -0.2 0.1 0.0
H 3.639 0.134 -0.896 0.0 -0.2 -0.1
H -3.234 1.800 0.289 -0.1 0.0 0.0
H -1.250 2.176 0.794 -0.2 -0.2 0.0
H -0.015 -2.555 -0.265 0.0 -0.1 0.0
H -1.381 -1.445 -0.539 0.1 0.0 -0.1
H -0.764 -1.665 1.073 0.1 0.0 0.1
H 2.051 -1.641 -0.613 0.0 0.3 0.0
```
Forces are in eV/Å.

Computed properties:
HOMO = -13.963 eV
total charge = +1
energy = -472.70028 Eh
energy relative to the best compared isomer or geometry (same formula, charge and spin) = 9.02 kcal per mole

***

- Among the records above, which one has the lowest energy?
  C25H25BaIN9O3S

***

- The lowest HOMO belongs to which entry?
  C6H8N3O